Record 1
11
Properties=species:S:1:pos:R:3:forces:R:3 method="wB97M-V/def2-TZVPD" multiplicity=1 lumo_ev="0.45 / 0.46" charge=0 homo_lumo_gap_ha="0.3375 / 0.3375" relative_energy_kcal_mol=81.1 homo_ha="-0.3208 / -0.3208"
C -0.943 -1.180 0.129 0.078 1.822 -1.369
C -2.218 -0.850 0.006 0.550 2.265 0.136
C -1.953 1.482 -0.066 -0.623 -4.362 1.305
C 0.028 -0.025 -0.013 1.116 1.221 -1.170
N -0.630 1.308 -0.025 -1.958 0.242 0.247
O -2.839 2.235 0.029 0.616 0.308 -0.545
F -3.263 -1.682 -0.015 0.302 0.207 0.078
H -0.322 -2.032 0.048 -0.332 -1.622 0.294
H 0.709 -0.106 0.879 -0.260 0.572 -1.069
H 0.625 0.051 -1.038 -0.845 -1.008 2.206
H -0.249 2.115 -0.468 1.356 0.356 -0.114


Record 2
15
Properties=species:S:1:pos:R:3:forces:R:3 method="wB97M-V/def2-TZVPD" multiplicity=1 lumo_ev=0.56 charge=0 homo_lumo_gap_ha=0.3579 relative_energy_kcal_mol=22.6 homo_ha=-0.3374
C 1.668 -0.493 1.430 -0.335 0.074 -0.438
C -0.933 -0.708 -2.078 1.929 -0.968 -1.944
C -1.921 -0.786 -1.191 -1.353 -0.984 0.910
C 0.196 -0.189 -1.355 -0.828 0.661 1.047
C -0.244 0.042 -0.060 2.873 0.104 0.050
C 0.429 0.314 1.343 -2.399 -1.636 1.001
N 2.583 -1.183 1.343 -0.093 0.232 0.276
N 0.617 1.692 1.786 -0.254 -2.348 0.764
O -1.491 -0.346 0.018 -2.244 -0.354 0.578
Cl 1.714 0.173 -2.023 0.365 -0.016 -0.015
H -0.804 -1.196 -3.091 -0.643 1.023 1.354
H -2.887 -1.309 -1.151 0.584 0.685 -0.281
H -0.377 -0.205 2.125 2.033 1.133 -2.010
H 1.523 1.984 1.567 1.441 0.881 -0.551
H -0.072 2.210 1.335 -1.076 1.514 -0.741


Record 3
85
Properties=species:S:1:pos:R:3:forces:R:3 method="wB97M-V/def2-TZVPD" multiplicity=1 lumo_ev=-3.59 charge=+1 homo_lumo_gap_ha=0.2614 relative_energy_kcal_mol=31.3 homo_ha=-0.3932
Pt 0.130 0.408 -0.913 0.086 -0.197 -0.153
C 4.940 1.921 -1.295 -0.007 -0.021 0.015
C 3.468 1.742 -1.678 0.041 -0.058 0.023
Ge 2.576 0.241 -0.759 0.133 0.194 -0.080
C 3.151 -1.479 -1.532 -0.037 0.023 -0.017
C 4.622 -1.792 -1.240 0.003 0.004 -0.024
C 3.043 0.263 1.127 -0.059 -0.021 -0.023
C 2.144 0.257 2.117 0.030 0.019 -0.083
Ge 0.247 0.255 1.601 -0.089 0.177 0.159
C -0.721 -1.437 1.842 -0.011 0.037 0.127
C -1.050 -1.808 3.292 -0.028 0.026 -0.021
C -0.803 1.861 2.045 -0.019 -0.031 0.133
C -1.106 2.112 3.525 -0.034 -0.014 -0.008
C 2.491 0.245 3.562 0.000 0.013 0.018
C 1.487 0.203 4.525 -0.004 -0.037 -0.037
C 1.777 0.190 5.881 0.007 -0.001 0.011
C 3.095 0.222 6.302 -0.005 0.008 0.009
C 4.113 0.266 5.356 -0.001 -0.003 -0.001
C 3.817 0.277 4.006 -0.015 -0.002 -0.004
H 5.357 2.810 -1.769 -0.002 0.000 -0.007
H 5.554 1.074 -1.600 -0.003 0.004 0.012
H 5.058 2.045 -0.217 0.007 0.004 0.004
H 3.371 1.583 -2.756 -0.025 0.015 0.005
H 2.918 2.652 -1.444 -0.002 0.017 -0.014
H 2.975 -1.452 -2.611 -0.020 -0.014 0.005
H 2.527 -2.270 -1.118 -0.025 -0.014 0.024
H 5.294 -1.068 -1.699 0.000 -0.007 0.000
H 4.892 -2.776 -1.627 0.001 0.000 0.003
H 4.820 -1.799 -0.168 0.008 0.002 0.007
H 4.102 0.258 1.374 0.007 -0.005 0.009
H -0.119 -2.213 1.376 0.027 0.003 0.048
H -1.642 -1.347 1.259 0.006 0.004 -0.013
H -0.150 -1.997 3.875 0.000 -0.007 0.005
H -1.652 -2.717 3.309 -0.008 -0.004 0.003
H -1.628 -1.033 3.797 0.004 -0.017 0.004
H -1.738 1.759 1.486 -0.006 -0.003 -0.022
H -0.270 2.709 1.623 0.017 0.016 0.031
H -1.634 1.277 3.989 0.000 0.014 0.006
H -1.746 2.990 3.622 -0.014 -0.006 0.001
H -0.198 2.300 4.098 -0.023 0.022 -0.015
H 0.446 0.176 4.223 0.030 -0.014 0.021
H 0.973 0.156 6.605 -0.006 0.000 0.001
H 3.332 0.216 7.357 0.002 -0.006 0.003
H 5.147 0.291 5.677 0.002 0.003 -0.002
H 4.631 0.311 3.296 0.007 0.006 -0.001
C -1.851 3.157 -4.501 -0.013 -0.023 -0.017
N -1.021 2.733 -3.371 0.006 0.106 0.076
C -1.166 3.002 -2.080 0.017 0.036 -0.043
S 0.239 2.702 -1.042 0.126 -0.234 -0.064
N -2.241 3.528 -1.537 -0.009 0.010 0.046
C -3.574 3.712 -2.123 -0.006 0.002 0.010
H -1.286 2.955 -5.407 -0.005 -0.001 -0.002
H -2.048 4.226 -4.455 0.008 -0.009 -0.018
H -2.786 2.607 -4.548 0.015 -0.009 -0.011
H -0.094 2.409 -3.596 0.002 -0.025 -0.004
H -2.170 3.676 -0.541 -0.009 -0.040 0.011
H -3.601 4.553 -2.811 0.007 -0.014 0.014
H -4.259 3.901 -1.303 -0.031 -0.009 0.040
H -3.889 2.799 -2.624 -0.029 0.008 0.025
O 0.086 -1.684 -0.894 -0.013 0.229 0.336
C -0.091 -2.472 -1.834 -0.165 -0.166 -0.311
C -0.396 -2.059 -3.232 -0.004 -0.036 -0.030
C -1.952 -2.040 -3.321 -0.038 0.059 0.069
C -2.717 -3.220 -2.686 0.044 -0.001 0.016
C -2.629 -3.334 -1.149 0.090 0.011 0.005
C -1.393 -4.106 -0.666 -0.073 0.016 -0.026
N -0.256 -3.786 -1.562 0.139 0.006 -0.034
H 0.019 -2.790 -3.929 -0.005 0.015 -0.030
H 0.017 -1.076 -3.462 0.030 0.008 -0.017
H -2.215 -1.979 -4.377 0.019 0.002 -0.020
H -2.301 -1.119 -2.846 0.052 -0.145 -0.131
H -2.421 -4.165 -3.155 -0.023 -0.020 -0.009
H -3.764 -3.079 -2.954 -0.011 0.004 0.005
H -3.529 -3.806 -0.754 0.015 0.011 0.011
H -2.607 -2.326 -0.723 -0.032 -0.086 -0.013
H -1.541 -5.182 -0.736 0.002 0.001 0.017
H -1.137 -3.868 0.364 -0.003 -0.006 -0.018
H -0.295 -4.341 -2.405 -0.017 0.013 -0.014
N -2.028 0.399 -1.178 -0.179 0.201 -0.225
C -3.050 0.389 -0.616 0.208 -0.249 0.242
C -4.224 0.356 0.092 -0.030 0.177 0.016
C -4.850 -0.892 0.332 -0.017 -0.014 -0.020
N -5.300 -1.941 0.488 -0.011 -0.012 0.023
C -4.701 1.606 0.559 -0.127 0.009 -0.118
N -5.021 2.672 0.860 0.092 0.042 0.049


Record 4
174
Properties=species:S:1:pos:R:3:forces:R:3 method="wB97M-V/def2-TZVPD" multiplicity=1 lumo_ev=-0.74 charge=0 homo_lumo_gap_ha=0.3121 relative_energy_kcal_mol=0.0 homo_ha=-0.3393
C 0.161 -4.027 -2.290 -1.757 0.415 0.799
C 1.085 -4.548 -3.143 0.698 0.120 -0.225
C 2.164 -3.782 -3.542 -0.222 -0.077 0.365
C 2.249 -2.480 -3.133 -0.998 1.913 0.879
C 1.282 -1.886 -2.273 -0.767 -0.332 0.006
C 0.216 -2.717 -1.831 2.421 0.511 -1.241
N 3.259 -1.592 -3.783 -1.043 0.158 0.549
O 4.155 -2.151 -4.392 0.003 0.795 0.119
O 3.046 -0.381 -3.703 0.745 -1.347 -0.416
H -0.740 -4.562 -2.001 0.256 -0.321 -0.069
H 0.991 -5.525 -3.553 -0.125 -0.739 -0.078
H 2.909 -4.194 -4.164 0.662 -0.247 -0.693
H 1.224 -0.809 -1.976 0.656 -1.057 -0.410
H -0.534 -2.323 -1.197 -0.655 0.283 0.532
C 1.609 -4.987 -7.168 0.605 -1.338 -0.250
C 2.099 -3.726 -6.981 -0.196 1.707 -0.084
C 1.200 -2.740 -6.602 0.274 1.020 0.116
C -0.140 -3.069 -6.297 2.347 1.947 0.226
C -0.562 -4.325 -6.376 -0.528 -3.398 -1.273
C 0.298 -5.305 -6.911 -0.174 0.664 0.757
N -1.030 -2.084 -5.736 -1.245 2.284 0.348
O -1.984 -2.504 -5.074 1.017 0.583 -0.632
O -0.822 -0.871 -5.964 -0.152 -2.345 0.455
H 2.298 -5.754 -7.492 -0.079 -0.180 -0.108
H 3.138 -3.433 -7.179 -0.521 -0.351 0.131
H 1.603 -1.714 -6.542 -0.718 -0.515 0.212
H -1.569 -4.630 -6.163 -0.262 0.240 0.304
H -0.014 -6.323 -7.030 -0.346 -0.244 -0.059
C -4.997 -2.599 -2.628 2.518 -0.810 -0.225
C -5.710 -3.813 -2.626 -0.580 2.105 0.393
C -6.933 -3.832 -1.989 0.397 -0.070 0.464
C -7.376 -2.675 -1.374 -0.275 1.205 0.305
C -6.649 -1.479 -1.260 -0.126 -1.698 -1.093
C -5.414 -1.482 -1.907 0.161 0.986 0.552
N -8.717 -2.718 -0.742 1.714 -1.213 -0.054
O -9.188 -3.827 -0.663 -1.089 -0.601 0.140
O -9.181 -1.723 -0.277 -0.677 1.292 0.349
H -3.926 -2.623 -3.048 -1.874 0.268 0.434
H -5.401 -4.692 -3.116 0.759 -0.750 -0.495
H -7.445 -4.768 -1.834 -0.388 0.143 -0.288
H -7.052 -0.639 -0.731 -0.073 0.282 0.164
H -4.781 -0.574 -1.741 -0.364 -1.047 -0.585
C 0.352 3.135 5.023 0.209 0.740 0.308
C -0.428 2.798 3.951 -0.279 -0.478 -0.368
C -0.806 1.478 3.778 -0.998 -0.415 0.413
C -0.477 0.509 4.701 -0.597 0.415 -1.285
C 0.439 0.850 5.657 0.306 -1.481 1.252
C 0.802 2.150 5.878 1.566 0.520 0.258
N -0.999 -0.904 4.545 1.147 0.857 -0.650
O -0.478 -1.691 5.284 -0.579 -0.739 0.843
O -1.766 -1.197 3.634 0.093 0.779 0.718
H 0.639 4.162 5.190 0.063 0.126 -0.030
H -0.788 3.505 3.231 0.016 0.443 -0.213
H -1.473 1.215 2.997 -0.482 -0.196 -0.788
H 0.896 0.059 6.221 -0.040 -0.189 0.367
H 1.617 2.392 6.599 -1.005 -0.289 -0.401
C -6.695 -3.848 2.522 0.677 -0.487 -0.584
C -5.730 -4.850 2.212 -0.323 1.016 -0.309
C -4.567 -4.508 1.531 -1.250 -0.225 0.923
C -4.328 -3.175 1.320 1.202 -1.240 -1.345
C -5.184 -2.201 1.706 -1.410 2.621 -0.583
C -6.464 -2.522 2.194 3.119 -1.850 0.072
N -3.213 -2.890 0.379 0.708 1.847 -0.581
O -2.825 -1.740 0.340 -0.182 0.876 0.683
O -2.748 -3.686 -0.411 -0.735 -1.545 0.683
H -7.638 -4.087 2.957 -0.468 -0.473 0.243
H -5.893 -5.900 2.366 -0.392 -0.190 0.355
H -3.900 -5.260 1.182 0.445 -0.341 -0.248
H -5.015 -1.118 1.484 0.272 -1.233 0.109
H -7.101 -1.728 2.350 -1.624 1.278 0.494
C 1.311 5.176 -3.082 -0.260 -0.093 -1.216
C 2.341 4.404 -2.323 0.461 -0.214 1.943
O 2.959 4.913 -1.380 -0.807 -0.735 -1.637
C 2.450 2.927 -2.661 -0.034 -0.617 1.362
H 1.261 6.187 -2.719 0.172 0.485 -0.027
H 0.299 4.754 -2.975 0.393 -0.239 0.049
H 1.542 5.135 -4.181 -0.194 0.181 0.951
H 2.416 2.752 -3.710 -0.512 -0.049 -0.991
H 1.584 2.353 -2.152 1.386 0.853 -0.874
H 3.427 2.497 -2.368 -0.730 0.444 0.396
C 2.803 -3.174 3.084 -1.057 -0.078 -0.250
C 1.579 -2.288 2.981 -0.035 -1.084 0.609
O 1.486 -1.335 3.722 0.248 0.533 -0.460
C 0.449 -2.673 2.058 0.267 -0.572 0.633
H 3.420 -3.033 2.214 0.243 -0.109 -0.488
H 2.502 -4.228 3.180 0.194 0.282 -0.094
H 3.318 -2.830 3.949 0.600 -0.008 0.746
H 0.885 -2.865 1.101 0.202 0.401 -1.062
H -0.247 -1.835 2.107 -0.286 -0.522 -0.512
H 0.015 -3.688 2.277 0.159 1.146 0.420
C -5.939 3.872 -1.857 -0.736 -1.965 1.387
C -6.924 2.643 -1.817 1.063 1.345 0.415
O -7.212 2.157 -0.760 -0.309 -0.608 0.316
C -7.474 2.202 -3.147 1.307 -0.196 0.017
H -6.599 4.682 -2.103 0.266 0.824 -0.434
H -5.124 3.656 -2.515 0.236 0.316 -1.018
H -5.469 3.993 -0.869 -0.597 0.116 -0.212
H -7.119 1.155 -3.287 -0.589 0.593 -0.079
H -6.961 2.845 -3.872 -0.582 -0.346 -0.303
H -8.555 2.298 -3.176 -0.024 -0.172 -0.098
C 6.155 -0.344 5.670 -1.004 0.414 1.516
C 5.862 -0.583 4.199 0.134 1.161 1.733
O 6.663 -1.272 3.637 -0.128 -0.562 -1.708
C 4.609 0.113 3.699 -0.794 -0.774 -0.541
H 6.082 -1.300 6.217 0.222 0.193 -0.379
H 5.397 0.295 6.158 0.237 -0.112 -0.299
H 7.129 0.106 5.914 -0.157 -0.302 -0.579
H 4.290 -0.112 2.665 0.732 0.340 0.319
H 4.580 1.180 3.935 0.546 0.059 -0.352
H 3.736 -0.227 4.270 0.205 -0.377 0.287
C -4.985 3.622 5.578 0.472 -0.932 -1.872
O -4.999 4.255 4.286 -0.531 -0.533 -0.001
C -3.884 3.908 3.501 0.098 -1.399 -0.927
C -3.865 4.690 2.178 0.234 -1.830 0.338
O -2.570 4.469 1.605 -0.747 0.378 -0.766
C -2.634 4.667 0.152 1.777 -1.300 2.450
H -4.032 3.886 5.942 0.974 0.250 1.464
H -5.072 2.519 5.605 0.280 0.177 -0.795
H -5.821 3.911 6.142 -0.879 1.174 0.727
H -3.915 2.813 3.170 0.082 1.034 0.805
H -2.929 4.076 4.032 -0.309 0.014 -0.030
H -4.046 5.712 2.406 -0.184 1.221 -0.182
H -4.635 4.264 1.498 0.199 0.470 0.399
H -3.108 5.583 -0.021 -0.763 1.435 -0.674
H -3.162 3.820 -0.257 -0.162 -0.178 -0.527
H -1.572 4.692 -0.129 -0.488 -0.041 -0.380
C 5.451 0.405 -2.060 1.436 -0.531 0.946
O 5.028 -0.459 -0.986 -1.182 1.202 -0.649
C 5.905 -1.489 -0.729 1.199 0.490 -1.549
C 5.501 -2.371 0.362 -0.891 -1.200 0.959
O 4.224 -3.009 0.185 0.256 -0.399 -0.347
C 4.251 -4.426 0.036 1.592 0.597 -0.383
H 5.511 -0.125 -3.017 0.443 -0.331 0.206
H 6.446 0.853 -1.738 -1.162 -0.265 -0.747
H 4.708 1.153 -2.263 -0.238 0.353 0.597
H 6.856 -1.100 -0.336 0.327 0.228 -0.353
H 6.130 -2.020 -1.691 -0.131 -0.027 0.652
H 5.405 -1.808 1.311 0.513 -0.331 -0.372
H 6.331 -3.110 0.368 -0.543 0.141 0.686
H 3.343 -4.722 -0.424 -0.889 -0.201 -0.585
H 4.319 -4.947 0.986 0.184 -0.013 0.398
H 5.117 -4.743 -0.607 -0.744 0.193 0.466
C 2.397 0.909 1.100 2.716 -2.325 0.222
O 1.397 0.689 0.162 -0.356 0.786 0.015
C 0.445 1.696 0.313 -0.829 0.885 -0.917
C -0.851 1.224 -0.294 -0.968 0.548 0.189
O -0.653 1.284 -1.680 0.535 0.662 -0.437
C -1.531 0.616 -2.534 1.322 -0.597 0.113
H 2.011 1.005 2.136 0.146 -0.335 -0.446
H 3.155 1.696 0.947 -0.840 0.548 -0.473
H 3.042 -0.009 0.914 -0.615 0.767 1.010
H 0.713 2.590 -0.316 0.078 -0.325 0.900
H 0.363 1.964 1.376 -0.236 0.110 -0.316
H -1.709 1.879 -0.018 0.455 -0.132 0.104
H -1.111 0.228 0.037 0.035 -0.548 0.084
H -2.493 1.028 -2.663 -1.215 0.825 0.089
H -1.595 -0.401 -2.258 -0.597 -1.417 0.776
H -1.032 0.523 -3.472 0.268 0.489 -0.999
C 7.970 3.860 -0.340 -1.603 -0.038 1.161
O 6.823 2.931 -0.208 0.971 1.761 0.138
C 6.179 3.075 1.040 -1.056 0.462 0.356
C 5.233 4.318 1.225 0.607 -0.347 -0.726
O 4.174 3.972 2.089 -0.962 0.808 0.362
C 3.171 5.018 2.209 0.342 -0.206 0.249
H 8.410 3.564 -1.267 0.458 0.200 -0.491
H 8.642 3.695 0.515 0.045 -0.164 -0.294
H 7.712 4.970 -0.293 -0.109 -1.434 -0.403
H 6.903 3.257 1.822 0.607 -0.689 0.365
H 5.616 2.144 1.227 0.183 0.419 -0.059
H 4.868 4.686 0.268 -0.242 -0.183 -0.291
H 5.852 5.118 1.643 -0.154 0.216 0.257
H 2.326 4.671 2.815 0.357 -0.428 -0.158
H 2.781 5.322 1.242 0.084 -0.158 -0.360
H 3.518 5.936 2.713 0.460 -0.354 -0.119


Record 5
16
Properties=species:S:1:pos:R:3:forces:R:3 method="wB97M-V/def2-TZVPD" multiplicity=1 lumo_ev=0.93 charge=0 homo_lumo_gap_ha=0.3644 relative_energy_kcal_mol=37.0 homo_ha=-0.3301
C 1.162 -1.491 -1.256 -1.675 0.006 2.896
N 0.278 -0.734 -0.456 0.620 1.447 -1.523
C 0.985 -0.070 0.678 -0.924 -1.192 0.736
C 0.032 0.997 1.161 -1.008 -0.142 -0.437
C -1.315 0.636 0.530 -0.795 0.599 -1.994
C -0.944 0.018 -0.869 1.180 0.263 0.762
O 1.842 -2.259 -0.603 0.982 0.054 -1.869
H 1.107 -1.327 -2.340 0.158 -0.421 -0.111
H 1.081 -0.840 1.458 0.650 0.371 -0.244
H 1.929 0.369 0.360 0.206 -0.356 0.145
H 0.301 1.932 0.678 0.148 0.343 0.333
H -0.055 1.121 2.244 0.321 -0.015 -0.213
H -1.882 1.552 0.383 -0.089 0.222 -0.169
H -2.047 0.002 0.991 0.312 -0.759 0.957
H -0.874 0.806 -1.649 0.691 -0.160 0.421
H -1.600 -0.711 -1.309 -0.776 -0.260 0.312